A molecular structure, C32H80B2F6N5O12S2Zn at a distorted geometry, computed with ωB97M-V/def2-TZVPD.

## Properties
Kohn-Sham gap: 0.138 hartree
lowest unoccupied orbital energy: -3.016 eV
E_HOMO: -6.8 eV

ORCA input file:
```
! wB97M-V def2-TZVPD RIJCOSX def2/J DEFGRID3
* xyz -1 1
Zn 2.91315 3.47906 -3.46285
B 0.88808 5.76200 -3.98380
H 0.16942 6.56315 -4.06083
H 0.98618 5.45720 -2.95341
H 0.62662 4.89921 -4.57666
H 1.88181 6.09889 -4.23528
B 1.55614 1.07178 -1.73735
H 1.82200 1.97099 -1.20352
H 1.26940 0.34673 -0.99148
H 0.73973 1.30712 -2.40244
H 2.47311 0.83492 -2.25437
C 4.10466 -0.03180 -7.42410
F 4.15069 -0.96739 -8.41202
F 3.44979 -0.50618 -6.37356
F 5.42878 0.07177 -7.01638
S 3.37364 1.69727 -8.05328
O 3.73334 1.66333 -9.49260
O 1.92230 1.66607 -7.80742
N 4.16708 2.81120 -6.90372
S 5.22736 3.57482 -7.76194
O 5.79536 4.60895 -6.94669
O 6.15955 2.67143 -8.47704
C 4.23155 4.72325 -9.06705
F 4.74305 5.95347 -9.12417
F 4.36185 4.21351 -10.30042
F 2.90922 4.67916 -8.67555
C 8.02687 2.12723 -1.64564
C 7.34386 3.09446 -0.70399
C 8.36038 4.09772 -0.05823
O 6.39509 3.93718 -1.43407
H 8.82372 2.63996 -2.18439
H 7.30722 1.80542 -2.39839
H 8.42175 1.37555 -0.96216
H 6.86899 2.45448 0.03967
H 7.90060 4.55978 0.81539
H 8.78320 4.84563 -0.72902
H 9.22376 3.51477 0.26246
H 6.60974 4.85237 -1.23922
C -6.58973 -4.74499 -0.66373
O -5.74179 -3.70834 -1.15473
C -4.43325 -4.21160 -1.47773
C -3.45228 -3.24069 -1.84169
N -3.88902 -2.07546 -2.62774
C -3.98810 -2.34209 -4.05421
C -5.39254 -3.01169 -4.42079
O -6.50668 -2.67856 -3.60307
C -7.63998 -3.53762 -3.87156
H -7.54128 -4.33655 -0.32337
H -6.12158 -5.21489 0.20121
H -6.64711 -5.53807 -1.40928
H -4.51634 -4.91782 -2.30383
H -4.21870 -4.79362 -0.58145
H -2.54463 -3.61620 -2.31421
H -3.13723 -2.89298 -0.85786
H -3.05028 -1.51679 -2.56051
H -3.16484 -2.86752 -4.53822
H -4.08892 -1.38314 -4.56250
H -5.16255 -4.07655 -4.38519
H -5.66433 -2.85330 -5.46441
H -8.14848 -3.37766 -4.82232
H -8.47989 -3.37183 -3.19689
H -7.56948 -4.62018 -3.76579
C -2.51769 -0.69365 9.02839
O -2.19126 0.48626 8.31748
C -2.90313 1.61911 8.75596
C -2.98561 2.77921 7.75149
N -1.72103 3.57501 7.62341
C -0.58451 2.68377 7.35938
C 0.47903 3.35976 6.50949
O -0.06834 3.83141 5.27499
C 0.94440 4.08010 4.33354
H -3.56139 -0.89987 9.26559
H -1.93405 -0.61578 9.94567
H -2.13211 -1.51341 8.42223
H -2.46770 1.93458 9.70411
H -3.92359 1.43454 9.09166
H -3.77791 3.46360 8.05472
H -3.28192 2.45517 6.75384
H -1.73333 4.18536 6.81879
H -0.85096 1.86496 6.69105
H -0.11470 2.21456 8.22379
H 1.21941 2.62559 6.19179
H 1.02623 4.10973 7.08065
H 1.71064 4.74086 4.73897
H 0.60828 4.52610 3.39748
H 1.46127 3.18138 3.99699
C -5.39752 -0.12303 2.03320
O -4.93971 0.56623 0.90410
C -4.45995 1.87270 1.24495
C -3.89338 2.62408 0.07182
N -4.97424 2.63707 -0.88370
C -4.38764 3.29372 -2.16677
C -5.60018 3.38711 -3.05592
O -5.99313 2.16337 -3.66930
C -7.24445 2.11275 -4.39358
H -5.81930 -1.11032 1.84486
H -6.18303 0.42510 2.55341
H -4.52009 -0.33042 2.64573
H -3.66636 1.89246 1.99189
H -5.20361 2.47818 1.76309
H -2.93278 2.20440 -0.22688
H -3.60005 3.63981 0.33705
H -5.58758 3.36691 -0.55016
H -3.55724 2.75289 -2.62067
H -3.99074 4.25333 -1.83552
H -5.34488 4.16262 -3.77807
H -6.52703 3.73274 -2.59812
H -7.17858 2.71621 -5.29889
H -8.04019 2.46501 -3.73721
H -7.45961 1.05995 -4.57638
C 1.76882 -3.07751 4.03928
C 2.97534 -3.97044 3.66403
C 2.51574 -5.47337 3.75159
C 3.37091 -6.53532 3.00764
C 3.69098 -6.07137 1.61056
C 4.29861 -4.66068 1.49925
N 3.38981 -3.72592 2.22919
O 3.70474 -2.45460 1.94935
C 5.75931 -4.74068 2.06629
C 4.26770 -4.38635 -0.01363
C 4.19131 -3.73696 4.71709
H 1.01548 -3.05555 3.25181
H 2.22049 -2.11641 4.28501
H 1.35070 -3.48473 4.95984
H 2.36887 -5.78148 4.78677
H 1.52658 -5.57328 3.30473
H 2.86385 -7.49692 3.08720
H 4.34404 -6.81003 3.41463
H 2.74074 -6.10670 1.07774
H 4.21714 -6.87161 1.09012
H 5.97183 -5.66771 2.59879
H 6.51757 -4.72228 1.28348
H 6.00369 -3.92504 2.74681
H 4.62241 -5.24649 -0.58148
H 3.29647 -4.17821 -0.46251
H 4.96604 -3.59114 -0.27451
H 4.75660 -2.82101 4.54513
H 4.85622 -4.59451 4.61410
H 3.71048 -3.56182 5.67950
H 3.05808 -2.22877 1.27672
*
```

Here are the Mulliken charges for atoms 1 to 2, given in e:
1 Zn 0.94
2 B 0.54

9 unconnected molecules or ions with the total composition C32H80BCl3F4N5O2 at a distorted geometry, computed with ωB97M-V/def2-TZVPD.

## Properties
Kohn-Sham gap (spin up / spin down): 0.330 / 0.119 hartree
lowest unoccupied orbital energy (spin up / spin down): -3.729 / -9.458 eV
E_HOMO (spin up / spin down): -12.7 / -12.7 eV
expectation value of S²: 0.752

ORCA input file:
```
! wB97M-V def2-TZVPD RIJCOSX def2/J DEFGRID3
* xyz 2 2
N -19.51982 17.02153 8.27230
H -19.51160 17.90567 8.76048
H -19.41209 16.20038 8.85040
H -18.94860 17.08723 7.44194
H -20.44746 16.96399 7.87699
C -22.17133 18.06309 10.67972
C -23.49941 17.37276 10.29022
N -23.75784 16.02057 10.97368
C -22.63858 15.02216 10.61552
C -23.90220 16.24301 12.48469
C -24.35035 14.96039 13.26787
C -25.00213 15.35114 10.32342
C -26.29366 16.18131 10.51240
O -26.31814 17.29781 9.67858
C -27.41353 18.18337 9.87706
H -21.19132 17.73387 10.33433
H -21.97181 18.16985 11.74597
H -22.16851 19.07504 10.27470
H -23.55909 17.14999 9.22490
H -24.28756 18.06337 10.59018
H -22.95064 14.01369 10.88702
H -21.74426 15.39209 11.11696
H -22.48431 15.22728 9.55617
H -24.60998 17.05574 12.64787
H -22.93764 16.58847 12.85666
H -25.25183 14.44062 12.94339
H -24.57796 15.28374 14.28362
H -23.58256 14.18675 13.25887
H -25.13755 14.40966 10.85576
H -24.91773 15.21278 9.24554
H -26.36588 16.31343 11.59195
H -27.16945 15.56938 10.29647
H -28.36039 17.69780 9.64089
H -27.20324 19.00954 9.19785
H -27.62973 18.62624 10.84929
C -20.77242 20.18409 5.99123
C -21.74590 21.36528 5.77659
N -23.05988 21.43027 6.65694
C -23.83524 20.02588 6.65229
C -22.65463 21.66533 8.07284
C -23.77325 21.85665 9.11321
C -23.99062 22.55565 6.04757
C -23.42341 23.96854 5.83256
O -22.79229 24.38386 7.07902
C -21.63777 25.16515 6.77247
H -21.19888 19.27580 5.56549
H -20.46511 19.97133 7.01514
H -19.87070 20.36912 5.40747
H -22.04519 21.51259 4.73889
H -21.19720 22.24410 6.11526
H -23.25253 19.25407 7.15514
H -24.08019 19.68962 5.64480
H -24.81285 20.05469 7.13348
H -21.85823 22.40437 8.16037
H -22.13789 20.71490 8.20610
H -24.42117 21.02694 9.39583
H -24.45169 22.65488 8.81211
H -23.40810 22.03105 10.12531
H -24.84970 22.69092 6.70467
H -24.47848 22.18340 5.14672
H -24.21869 24.65596 5.54435
H -22.70415 23.99600 5.01403
H -20.87471 24.51853 6.33919
H -21.08027 25.48188 7.65394
H -21.79917 26.07523 6.19472
C -17.18240 16.09170 13.70679
C -16.25939 15.80578 12.45070
C -16.39985 16.87601 11.28949
N -15.24700 16.64787 10.23707
C -15.19310 15.23801 9.59417
C -15.54444 17.70359 9.11772
C -14.17059 18.00358 8.45313
C -13.05042 17.70390 9.48016
C -13.89663 17.26485 10.65868
H -16.75719 16.95575 14.21739
H -17.20814 15.24123 14.38807
H -18.18069 16.39778 13.39401
H -16.55466 14.86512 11.98588
H -15.21256 15.64825 12.71041
H -16.29501 17.90972 11.61895
H -17.33471 16.80258 10.73385
H -14.32706 15.21385 8.93273
H -16.05675 15.07631 8.94913
H -14.94163 14.49132 10.34737
H -16.21453 17.22121 8.40610
H -16.04330 18.56658 9.55872
H -14.08796 17.43664 7.52585
H -14.25034 19.06453 8.21621
H -12.36379 16.94394 9.10720
H -12.45290 18.56973 9.76549
H -13.51952 16.42707 11.24521
H -14.10455 18.11178 11.31256
C -19.09176 10.83193 2.28060
C -19.57342 11.93712 3.27346
C -19.90221 11.35417 4.67885
N -20.58382 12.42513 5.60769
C -19.53228 13.60267 5.98921
C -20.93887 11.70775 7.00031
C -22.10584 12.54696 7.46656
C -22.93425 12.69577 6.27907
C -21.93485 12.93050 5.08791
H -18.01709 10.65056 2.29713
H -19.32794 11.11335 1.25438
H -19.57739 9.86378 2.40289
H -20.39825 12.50683 2.84545
H -18.76017 12.65709 3.36501
H -18.97267 10.95808 5.08771
H -20.65199 10.57043 4.57074
H -20.05079 14.22033 6.72251
H -19.29261 14.27371 5.16437
H -18.61696 13.13894 6.35697
H -20.09538 11.67660 7.68999
H -21.25767 10.74025 6.61248
H -21.73404 13.44494 7.96000
H -22.54360 11.91932 8.24279
H -23.55135 13.58523 6.40621
H -23.57511 11.83299 6.09743
H -21.70539 13.98501 4.93475
H -22.28325 12.53110 4.13544
Cl -19.12069 19.63630 9.79820
Cl -22.46698 16.56331 6.61490
Cl -19.08704 14.44993 9.88784
B -17.19886 16.87918 5.60666
F -18.54834 16.63565 5.91970
F -16.29077 16.10655 6.33470
F -17.09183 16.61034 4.27016
F -16.88501 18.14645 5.98714
*
```

Here are the Mulliken charges for atoms 1 to 2, given in e:
1 N 2.09
2 H -0.29